67
Properties=species:S:1:pos:R:3:lowdin_charge:R:1 method="wB97M-V/def2-TZVPD" orbital_gap_ev=9.12 charge=+1 lumo_energy_ev=-2.7 e_homo_ev=-11.84 e_above_lowest_kj_mol=34.2
Ca 0.23212 -0.20952 0.22622 1.444
C -3.61623 -1.28617 0.53756 -0.040
C -2.45566 -1.37438 -0.41923 -0.213
C -2.33003 -0.37769 -1.40613 -0.201
C -3.41384 0.66597 -1.51000 -0.028
C -1.25586 -0.40254 -2.30492 -0.215
C -1.04350 0.70043 -3.30967 -0.034
C -0.34899 -1.48210 -2.27949 -0.221
C 0.71615 -1.55693 -3.34574 -0.028
C -0.46738 -2.47174 -1.29156 -0.235
C 0.53488 -3.59428 -1.17809 -0.031
C -1.52790 -2.42216 -0.36125 -0.226
C -1.62416 -3.52870 0.65740 -0.026
H -4.54495 -1.61933 0.06666 0.105
H -3.79195 -0.25915 0.85972 0.082
H -3.47383 -1.88913 1.42793 0.062
H -3.42411 1.35578 -0.66206 0.078
H -4.39487 0.18881 -1.51233 0.095
H -3.34334 1.25606 -2.41729 0.077
H -1.47705 0.45574 -4.28314 0.106
H 0.01769 0.88383 -3.47152 0.083
H -1.47803 1.64224 -2.98575 0.067
H 1.57661 -0.92166 -3.12074 0.078
H 0.32325 -1.21795 -4.30292 0.088
H 1.07797 -2.56938 -3.49668 0.080
H 0.11503 -4.54210 -1.52487 0.104
H 0.84232 -3.76651 -0.14521 0.089
H 1.43709 -3.41084 -1.75295 0.062
H -0.86412 -3.43153 1.43795 0.091
H -1.46217 -4.49950 0.18979 0.090
H -2.58956 -3.56918 1.14943 0.074
N -1.03852 -0.64643 2.60673 -0.014
N -0.49717 0.67095 2.76499 -0.047
C 0.93947 0.76893 2.62730 -0.786
O 1.47834 1.80134 2.96646 0.050
O 1.43213 -0.25562 2.02218 -0.226
H -2.03678 -0.58715 2.76465 0.082
H -0.62819 -1.27303 3.29522 0.101
H -0.82066 1.17997 3.57852 0.130
O 6.54226 2.64753 0.49790 -0.045
C 6.40176 1.24892 0.37375 -0.198
C 5.00112 0.93899 -0.07417 -0.149
C 4.67335 -0.33899 -0.50687 0.012
C 3.36589 -0.60702 -0.84978 -0.114
N 2.39158 0.30618 -0.81349 0.006
C 2.71652 1.54881 -0.42622 -0.197
C 4.00198 1.89567 -0.04151 0.071
C 1.62296 2.57993 -0.42471 -0.187
C 1.92850 3.92999 -0.51184 0.065
C 0.90403 4.86059 -0.50463 -0.154
C 1.18268 6.34216 -0.61147 -0.202
O 2.50681 6.69031 -0.28234 -0.040
C -0.40450 4.40070 -0.42317 0.008
C -0.62574 3.04214 -0.35797 -0.105
N 0.35922 2.13930 -0.36294 0.015
H 7.40794 2.84891 0.86553 0.102
H 6.56778 0.74196 1.33125 0.141
H 7.10859 0.83281 -0.35130 0.133
H 5.41441 -1.12574 -0.56501 0.127
H 3.07847 -1.60425 -1.16646 0.108
H 4.22160 2.89179 0.30764 0.123
H 2.95013 4.26971 -0.59326 0.125
H 0.44760 6.88847 -0.01353 0.131
H 1.03630 6.64112 -1.65150 0.140
H 2.61570 6.65866 0.67413 0.105
H -1.24800 5.07873 -0.40275 0.125
H -1.63233 2.64867 -0.28412 0.100

***

62
Properties=species:S:1:pos:R:3:lowdin_spin:R:1 method="wB97M-V/def2-TZVPD" orbital_gap_ev="6.23 / 6.24" lumo_energy_ev="-0.2 / -0.2" multiplicity=2 e_homo_ev="-6.41 / -6.41"
O -0.30326 -3.49830 -0.75650 0.000
C -1.00223 -4.79867 -0.54591 0.000
C 0.31070 -5.54160 -0.88657 0.000
H -1.84748 -4.93758 -1.22676 0.000
H -1.36830 -4.89317 0.50685 0.000
C 0.97385 -4.14074 -0.51854 0.000
H 0.40884 -5.81794 -1.95622 0.000
H 0.46865 -6.39056 -0.21157 0.000
C 2.15754 -3.52007 -1.22368 0.000
H 1.98339 -2.55717 -1.68425 0.000
H 2.63015 -4.17022 -1.95484 0.000
H 2.96693 -3.32566 -0.50038 0.000
C 1.35230 -4.21592 0.92198 0.000
H 0.55138 -4.68090 1.47314 0.000
H 1.60189 -3.23607 1.32808 0.000
H 2.22853 -4.85379 0.99416 0.000
Ce -0.13853 1.20451 -0.53852 1.022
C -1.34744 0.72747 2.58368 -0.002
C -2.42730 1.06733 1.72373 -0.002
C -2.74094 -0.09514 0.94832 -0.001
H -3.00382 1.98898 1.75029 0.000
C -1.90355 -1.15812 1.39366 -0.002
C -1.06238 -0.65029 2.41380 -0.001
H -0.35175 -1.23737 2.98295 0.000
H -0.84934 1.38492 3.28131 0.000
H -3.52002 -0.19227 0.19274 0.000
H -1.93686 -2.19716 1.06731 0.000
C 1.40485 1.90963 1.46937 -0.002
C 1.70717 0.52737 1.58332 -0.002
C 2.33427 0.10007 0.37553 -0.002
H 1.59026 -0.08574 2.47553 0.000
C 2.39430 1.22741 -0.51199 0.002
C 1.87172 2.36358 0.18629 -0.001
H 1.77812 3.36629 -0.23360 0.000
H 0.99578 2.55855 2.24015 0.000
H 2.81564 -0.86705 0.18546 0.000
H 2.75277 1.21736 -1.53916 0.001
O -0.25387 0.63082 -2.70039 -0.002
C 0.74484 -0.47234 -2.96556 0.001
C 0.42997 -1.00120 -4.36261 0.000
H 0.66847 -1.26462 -2.19777 0.000
H 1.73730 0.00251 -2.92831 0.000
C -0.43514 0.05636 -5.07758 0.000
H -0.08455 -1.96462 -4.30430 0.000
H 1.35438 -1.16640 -4.90893 0.000
C -0.59216 1.18410 -4.05950 0.000
H -1.39286 -0.38462 -5.37777 0.000
H 0.09255 0.39266 -5.98351 0.000
H -1.57933 1.65916 -4.09539 0.000
H 0.18428 1.92527 -4.28277 0.000
Te -1.10861 3.97557 -0.35724 -0.007
C -1.26664 4.58258 1.67018 0.000
C -0.06264 5.04510 2.25183 0.000
C 0.02235 5.15156 3.64268 0.000
C -1.13429 5.00879 4.42844 0.000
C -2.35531 4.66621 3.83488 0.000
C -2.45400 4.54532 2.43422 0.000
H 0.78386 5.27899 1.60447 0.000
H 0.98919 5.39360 4.08846 0.000
H -1.08966 5.22619 5.49456 0.000
H -3.25998 4.53545 4.43459 0.000
H -3.41398 4.41155 1.92817 0.000

***

66
Properties=species:S:1:pos:R:3:lowdin_charge:R:1 method="wB97M-V/def2-TZVPD" orbital_gap_ev="5.79 / 4.89" charge=+2 lumo_energy_ev="-7.8 / -8.6" e_homo_ev="-13.60 / -13.48"
I 0.70632 4.28290 -1.93067 0.285
I -1.72706 -1.18463 -2.40289 0.689
Tl -0.65943 1.90573 -2.81354 0.248
P -2.89691 2.60630 -2.16575 0.619
C -3.32967 2.70899 -0.45406 -0.181
C -2.85130 4.20971 -2.92059 -0.275
H -3.91412 4.44133 -3.01550 0.073
H -4.88751 2.17813 -3.12955 0.073
H -2.36932 4.16882 -3.90547 0.065
H -3.59682 1.33653 -4.06081 0.068
H -2.64588 3.36818 0.10116 0.086
H -2.32058 4.92602 -2.28638 0.033
C -3.99143 1.55769 -3.06299 -0.278
H -4.33694 3.14723 -0.48904 0.089
H -4.17141 0.62618 -2.51853 0.024
H -3.36712 1.71813 0.02083 0.055
P 1.81240 0.63128 -2.86866 0.746
C 2.77784 0.24991 -1.41264 -0.236
C 1.62133 -0.78072 -3.94487 -0.261
H 2.11772 2.30702 -4.60801 0.058
H 3.57499 1.32478 -4.19790 0.064
H 3.05030 2.69696 -3.12718 0.018
C 2.72602 1.88723 -3.79399 -0.285
H 0.95174 -0.54687 -4.78144 0.064
H 2.64107 -0.95019 -4.30066 0.067
H 3.72866 -0.15846 -1.75186 0.086
H 2.25580 -0.54653 -0.84840 -0.017
H 1.23590 -1.62665 -3.37187 0.024
H 2.82409 1.12919 -0.75867 0.073
C -0.19644 1.28816 -0.39833 -0.361
O -0.27957 1.43577 0.77574 0.044
N 0.23861 -0.31746 -0.82568 -0.458
P 0.45810 -1.26649 0.43657 0.957
C 0.92887 -0.16739 1.95002 -0.285
C 0.07162 -0.12385 3.04442 -0.078
C 0.39702 0.73333 4.08748 -0.044
C 1.57880 1.48139 4.07654 -0.040
C 2.46332 1.33689 3.00081 -0.043
C 2.14966 0.50345 1.93300 -0.088
C -1.27613 -1.81700 0.80229 -0.372
C -2.35380 -0.94411 1.13684 -0.140
C -3.59765 -1.42503 1.59523 -0.060
C -3.83012 -2.80337 1.70236 -0.048
C -2.81610 -3.69054 1.31203 -0.047
C -1.58250 -3.20476 0.84315 -0.110
C 1.71409 -2.35285 1.12735 -0.281
C 1.29666 -2.96344 2.33827 -0.089
C 2.21106 -3.34420 3.31457 -0.035
C 3.58574 -3.14796 3.12948 -0.031
C 4.02185 -2.56982 1.93347 -0.052
C 3.11815 -2.17082 0.94889 -0.092
H -0.86788 -0.68369 3.06064 0.111
H -0.30693 0.84349 4.90630 0.117
H 1.80654 2.18627 4.88275 0.121
H 3.39149 1.90736 2.96509 0.119
H 2.88665 0.39967 1.12496 0.092
H -2.21108 0.14464 1.08372 0.080
H -4.38275 -0.71156 1.89628 0.119
H -4.78803 -3.17707 2.08609 0.123
H -2.98554 -4.77407 1.39847 0.124
H -0.81056 -3.92105 0.54252 0.115
H 0.23425 -3.02969 2.57383 0.103
H 1.85373 -3.78110 4.24902 0.124
H 4.29978 -3.42552 3.91218 0.125
H 5.09560 -2.40131 1.78344 0.124
H 3.52478 -1.66045 0.07017 0.086

***

66
Properties=species:S:1:pos:R:3:lowdin_charge:R:1 method="wB97M-V/def2-TZVPD" orbital_gap_ev=8.88 lumo_energy_ev=0.6 smiles="COc1ccc(CN2CCNC(=O)[C@H]2CC(=O)NCCc2nc(C)c3c(n2)CCC3)cc1C" e_homo_ev=-8.32 e_above_lowest_kj_mol=3.5
C 3.54621 0.06130 2.79276 -0.080
H 3.62854 -0.87401 2.23005 0.073
O 2.20906 0.44065 2.99110 -0.104
C 1.48078 0.83206 1.89583 -0.241
C 1.86255 0.60399 0.58328 -0.016
C 1.06926 1.04243 -0.46522 -0.032
C -0.09389 1.74890 -0.22308 -0.200
C -0.47126 1.96685 1.09860 -0.018
C 0.27828 1.50291 2.16251 -0.202
C -0.17875 1.67743 3.57606 -0.025
H 0.66251 1.92167 4.22055 0.081
H -0.93159 2.45789 3.64667 0.080
H -0.61193 0.74064 3.92710 0.074
H -1.38041 2.51625 1.30436 0.127
C -0.97300 2.26501 -1.33695 -0.129
N -0.43068 1.96674 -2.64817 -0.134
C 0.53903 2.92995 -3.11900 -0.164
C -0.09587 3.92050 -4.10430 -0.153
N -0.54449 3.14700 -5.23510 0.070
C -1.04745 1.90250 -5.07154 -0.445
O -1.24611 1.15734 -6.00762 0.068
C -1.43751 1.58200 -3.63107 -0.207
C -1.76617 0.09045 -3.47619 -0.027
H -0.85223 -0.46286 -3.26672 0.123
C -2.80185 -0.11890 -2.38616 -0.514
O -3.84894 0.50445 -2.35565 0.043
N -2.47788 -1.06023 -1.47917 0.065
C -3.26676 -1.30535 -0.29637 -0.161
H -3.43695 -2.38245 -0.19914 0.123
H -4.22603 -0.80072 -0.43447 0.119
C -2.57448 -0.77520 0.96330 -0.091
C -1.27563 -1.46016 1.26633 -0.318
N -0.54625 -1.91183 0.25876 0.168
C 0.58474 -2.57137 0.51243 -0.256
C 0.96942 -2.77807 1.82545 -0.121
C 0.17150 -2.20175 2.81388 -0.226
N -0.94687 -1.55509 2.55374 0.199
C 0.76462 -2.41911 4.16716 -0.102
H 1.25384 -1.49156 4.47439 0.113
H 0.01269 -2.66774 4.91384 0.119
C 1.78386 -3.54683 3.93197 -0.153
H 1.32657 -4.50589 4.17962 0.111
H 2.67243 -3.42939 4.54976 0.107
C 2.12202 -3.51613 2.42702 -0.122
H 3.05903 -2.98528 2.23911 0.100
H 2.22652 -4.51839 2.00811 0.118
C 1.37003 -3.07108 -0.65600 -0.005
H 1.31724 -4.15855 -0.70062 0.089
H 2.41675 -2.79056 -0.55552 0.082
H 0.96946 -2.66003 -1.57778 0.075
H -2.36664 0.28978 0.83633 0.102
H -3.22499 -0.88657 1.83115 0.119
H -1.53221 -1.41793 -1.40547 0.097
H -2.18460 -0.25466 -4.42459 0.127
H -2.37866 2.14386 -3.47986 0.166
H -0.27409 3.41257 -6.16966 0.148
H -0.94385 4.42758 -3.62585 0.122
H 0.62168 4.67338 -4.43241 0.122
H 1.33943 2.39713 -3.64913 0.128
H 0.97655 3.44630 -2.26375 0.125
H -1.95306 1.79266 -1.24639 0.115
H -1.13082 3.34861 -1.19473 0.137
H 1.36412 0.83422 -1.48072 0.108
H 2.77625 0.07558 0.35827 0.105
H 4.11105 0.84116 2.27118 0.102
H 3.96585 -0.08407 3.78770 0.098